Entry from OMol25: a molecular structure, C9H31HgO9 at a distorted geometry (the ωB97M-V functional and the def2-TZVPD basis).

XYZ file:
```
50
Properties=species:S:1:pos:R:3:forces:R:3
Hg -4.2609 -0.3628 -0.5564 1.55 -0.65 0.49
C -0.1784 -0.7664 0.5029 -0.78 -0.82 -0.85
C -1.6535 -0.7678 0.0291 -0.82 0.02 -0.42
O -2.5540 -0.7720 0.9263 -0.22 0.66 -0.09
O -2.0410 -0.7714 -1.1984 0.43 0.60 0.97
H 0.4593 -0.7666 -0.3811 0.03 0.33 0.23
H -0.0439 -1.7243 1.0053 -0.01 -0.06 0.09
H 0.0089 0.0228 1.2310 -0.16 0.21 -0.32
C -2.2840 -3.2274 -3.9339 -1.23 0.52 0.50
O -1.6491 -3.2473 -2.6504 0.39 -0.44 -0.66
H -2.3449 -2.2430 -4.3979 0.76 0.26 -0.06
H -1.8913 -3.9457 -4.6537 0.42 0.05 0.51
H -3.3442 -3.4441 -3.8034 -0.23 -0.54 0.01
H -1.8848 -2.4727 -2.1347 -0.04 0.05 -0.43
C 3.6623 0.6451 0.4600 0.37 0.45 -0.32
O 3.6447 0.9804 1.8364 0.09 -0.15 0.23
H 3.3192 1.5278 -0.0797 -0.43 -0.41 -0.22
H 4.6709 0.4825 0.0800 0.16 -0.20 0.13
H 3.0754 -0.2624 0.3183 -0.23 0.14 -0.54
H 3.9501 0.1844 2.2777 0.05 0.19 0.51
C -2.9328 -3.6791 3.5089 1.65 0.35 0.59
O -3.5496 -2.5759 2.8751 -1.65 -0.26 -0.11
H -3.5562 -4.4593 3.9457 -0.92 0.43 -0.70
H -2.1955 -4.1799 2.8814 -0.04 -0.03 -0.22
H -2.4021 -3.3062 4.3849 0.32 0.06 0.09
H -3.0204 -2.0553 2.2664 0.60 -0.61 0.46
C 3.2227 -0.3377 -2.8569 -0.21 1.36 -1.49
O 3.2250 1.1180 -2.8265 1.11 -1.79 1.20
H 4.1349 -0.7384 -2.4149 -0.27 0.16 0.22
H 2.3062 -0.8159 -2.5111 -0.04 0.15 0.92
H 3.1977 -0.6270 -3.9075 0.45 -0.22 -0.26
H 2.3538 1.4408 -3.0681 -0.06 0.09 -0.31
C -1.9346 1.7336 3.9703 -0.72 0.33 0.03
O -0.9273 2.6784 4.2505 -0.01 -0.19 -0.08
H -1.9466 1.3758 2.9408 0.37 -0.09 -0.27
H -1.9642 0.8753 4.6415 0.30 -0.08 0.13
H -2.8876 2.2496 4.0873 -0.01 0.06 0.16
H -0.0853 2.3481 3.9288 0.11 -0.02 -0.06
C 1.5300 4.1276 1.6687 0.86 -1.36 -0.86
O 1.2273 2.7518 1.3049 -0.49 0.12 0.49
H 1.1042 4.7157 0.8557 -0.05 0.47 0.59
H 1.2497 4.3782 2.6918 -0.48 0.10 -0.24
H 2.6185 4.1435 1.6141 0.06 0.82 0.03
H 2.0522 2.2767 1.4289 -0.03 -0.33 0.21
C -0.0838 0.9723 -3.2024 0.50 0.49 -0.84
O 0.9577 1.8781 -3.6295 -0.97 0.10 0.64
H 0.1774 0.0108 -3.6445 -0.74 -0.16 -0.21
H -0.1560 0.8029 -2.1280 0.46 0.64 0.07
H -0.9929 1.4617 -3.5518 -0.44 -0.86 0.07
H 0.6168 2.3668 -4.3822 0.24 0.06 -0.01
```
Forces are in eV/Å.

The calculation puts the strongest force on any atom at 2.42 eV/A. The value obtained for the molar mass is 483.9 g mol⁻¹. The value obtained for the LUMO energy is -9.2 eV. The HOMO energy comes out at -11.68 eV. Its net charge is +1. The relative energy (zero: lowest compared OMol25 entry of this formula, charge and spin) is 2.715 eV. As for the spin multiplicity: 1.